The following is a DFT calculation (ωB97M-V/def2-TZVPD) of C37H15F15GeIrNS5Se as an isolated structure in a non-equilibrium geometry.

The geometry in XYZ format:
```
76
Properties=species:S:1:pos:R:3:lowdin_charge:R:1
Ir -0.218 -0.046 -0.052 0.400
S 1.744 0.730 -1.271 0.569
C 1.417 0.486 -2.954 -0.705
C 2.364 0.992 -3.855 -0.127
C 2.201 0.863 -5.215 -0.088
C 1.064 0.245 -5.726 -0.101
C 0.123 -0.267 -4.855 -0.125
C 0.305 -0.184 -3.483 -0.580
S -0.880 -1.057 -2.471 0.929
C 0.127 -2.597 -2.190 -0.323
C 0.257 -2.949 -0.747 -0.344
C -0.142 -4.177 -0.256 -0.015
C 0.085 -4.482 1.081 -0.026
C 0.713 -3.535 1.883 -0.014
C 1.080 -2.321 1.339 -0.352
C 1.802 -1.295 2.134 -0.322
S 0.936 0.357 2.264 0.908
C -0.427 0.053 3.371 -0.525
C -0.254 0.461 4.688 -0.118
C -1.289 0.369 5.601 -0.095
C -2.520 -0.130 5.190 -0.076
C -2.697 -0.539 3.888 -0.124
C -1.665 -0.444 2.946 -0.683
S -2.011 -0.974 1.332 0.549
N 0.807 -2.001 0.049 -0.034
H 3.229 1.488 -3.440 0.098
H 2.960 1.242 -5.883 0.101
H 0.919 0.162 -6.794 0.095
H -0.764 -0.755 -5.231 0.099
H 1.106 -2.380 -2.620 0.102
H -0.363 -3.389 -2.757 0.083
H -0.611 -4.891 -0.915 0.114
H -0.194 -5.444 1.481 0.111
H 0.927 -3.746 2.919 0.119
H 2.726 -1.010 1.632 0.087
H 2.013 -1.630 3.147 0.090
H 0.706 0.856 4.988 0.107
H -1.144 0.700 6.620 0.106
H -3.340 -0.191 5.892 0.107
H -3.649 -0.924 3.557 0.096
Se -1.609 2.847 -2.371 0.107
F 1.038 6.825 2.780 0.091
C 2.120 6.133 2.385 -0.226
C 1.959 4.855 1.890 -0.158
C 3.108 4.199 1.492 -0.249
F 2.977 2.953 1.005 0.020
C 4.374 4.761 1.587 -0.142
F 5.476 4.099 1.191 0.092
C 4.504 6.041 2.113 -0.138
F 5.717 6.609 2.230 0.099
C 3.368 6.735 2.508 -0.140
F 3.492 7.978 3.006 0.095
Ge 0.186 3.790 1.634 1.032
S -1.530 2.132 -0.426 -0.177
C -0.350 3.743 3.630 -0.180
C 0.420 3.838 4.772 -0.230
F 1.756 3.982 4.659 0.078
C -0.133 3.771 6.046 -0.149
F 0.638 3.832 7.148 0.091
C -1.506 3.628 6.189 -0.154
F -2.057 3.579 7.414 0.099
C -2.306 3.494 5.060 -0.155
F -3.631 3.339 5.206 0.104
C -1.702 3.523 3.814 -0.274
F -2.452 3.359 2.706 0.061
C -0.925 5.511 1.221 -0.155
C -0.869 5.808 -0.129 -0.271
F 0.036 5.127 -0.867 -0.007
C -1.665 6.756 -0.752 -0.142
F -1.562 7.005 -2.071 0.093
C -2.584 7.460 0.018 -0.136
F -3.394 8.369 -0.551 0.099
C -2.645 7.229 1.386 -0.137
F -3.506 7.935 2.142 0.094
C -1.808 6.278 1.962 -0.223
F -1.870 6.143 3.296 0.090
```

Properties
Kohn-Sham gap (alpha / beta) = 4.93 / 5.18 eV
Multiplicity = 2
Total charge = -1
Electronic energy = -259743.1430 eV